Record 1
The following is a quantum chemistry calculation of a single C6H6O3S molecule in a non-equilibrium geometry, from the Open Molecules 2025 dataset.

Geometry (Å):
C 0.30570 -0.51751 -0.89044
C 0.00667 0.91023 -0.59913
C -0.77155 -1.29805 -0.22808
C -1.90824 -0.33793 0.18353
C -1.21445 0.96430 -0.00091
C 2.33030 -0.04129 0.71605
O -0.74495 -2.48646 -0.03554
O -1.79790 2.09404 0.40305
O 3.45503 -0.17636 1.49328
S 2.03567 -1.23736 -0.45258
H 0.32411 -0.83044 -2.04439
H 0.49960 1.85075 -0.77981
H -2.71076 -0.61421 -0.55485
H -2.31426 -0.25873 1.16556
H -1.40913 2.98966 0.27235
H 3.91416 -1.01062 1.35193

Output
Kohn-Sham gap: 8.8 eV
Energy above the lowest of the compared OMol25 structures with the same formula, charge and spin: 3.146 eV
Calculated total energy: -856.0090 a.u.
Molecular weight: 158.18 g/mol
Charge: 0

=====

Record 2
The following is a quantum chemistry calculation of C48H43GeN4O2SiV as an isolated structure in a non-equilibrium geometry, from the Open Molecules 2025 dataset.

Geometry (Å):
V -0.14983 -0.92676 -2.23405
C 6.90037 2.67954 3.55695
O 5.53947 2.84964 3.31925
C 5.17387 3.47444 2.12695
C 3.84407 3.31324 1.73865
C 3.38697 3.85724 0.56935
C 4.23337 4.61564 -0.27855
C 5.55667 4.81684 0.16895
C 6.01807 4.24554 1.33805
N 3.79757 5.27954 -1.37325
N 2.70527 4.98194 -1.99985
C 2.22747 3.74064 -2.20015
C 3.01637 2.58194 -2.34365
C 2.48247 1.39104 -2.78855
C 1.11007 1.22774 -2.99905
O 0.59397 0.09334 -3.39435
C 0.25747 2.34204 -2.75885
N -1.07173 2.14144 -2.89275
C -1.86453 3.17274 -2.73275
C -1.42413 4.45684 -2.40875
C -0.07023 4.67094 -2.24955
C 0.81627 3.60814 -2.42745
H 6.98107 2.04634 4.44145
H 7.40927 3.63104 3.75725
H 7.39927 2.18914 2.71265
H 3.18517 2.73234 2.36745
H 2.34777 3.72914 0.30205
H 6.22327 5.42224 -0.43065
H 7.05127 4.39593 1.62455
H 4.08117 2.65974 -2.16345
H 3.13387 0.54264 -2.98495
H -2.92163 2.97404 -2.86695
H -2.13493 5.26114 -2.27575
H 0.34017 5.63724 -1.99325
N -9.99793 -0.94446 -2.45525
C -8.84613 -0.96276 -2.33305
C -7.46043 -0.97966 -2.21515
C -6.80193 -1.90186 -1.37475
C -5.43613 -1.91506 -1.29355
C -4.65213 -1.00966 -2.04225
C -5.32043 -0.07886 -2.86975
C -6.68423 -0.05906 -2.95215
C -3.25623 -1.01506 -1.99265
C -2.02783 -1.03226 -1.98575
H -7.39303 -2.59516 -0.78655
H -4.93143 -2.61456 -0.64215
H -4.71913 0.62384 -3.43055
H -7.18593 0.66874 -3.57795
C 0.00037 -4.90396 -0.52705
Si -0.22393 -4.42776 -2.37665
C 0.48937 -5.95436 -3.33495
C -2.06923 -4.40676 -2.89955
C 0.65527 -2.81336 -2.73485
H 0.77107 -5.65796 -0.39545
H -0.91273 -5.29096 -0.08795
H 0.29717 -4.02536 0.03955
H -0.07393 -6.85066 -3.09385
H 1.52797 -6.13876 -3.07545
H 0.43917 -5.82206 -4.41245
H -2.62533 -5.26496 -2.52995
H -2.16263 -4.40216 -3.98265
H -2.54073 -3.50066 -2.52995
H 0.77347 -2.68616 -3.82165
H 1.66397 -2.84286 -2.30275
C 0.57547 -0.75396 -0.56335
Ge 0.00057 -0.67856 1.26065
C -0.22483 1.18154 1.94545
C -1.04013 2.04924 1.23235
C -1.27923 3.33344 1.68395
C -0.70023 3.77174 2.86275
C 0.12637 2.92234 3.57665
C 0.35447 1.63594 3.12155
C 1.43307 -1.46826 2.41715
C 1.27217 -2.66106 3.10785
C 2.32437 -3.23066 3.80205
C 3.56067 -2.60936 3.82045
C 3.74477 -1.42736 3.12305
C 2.68797 -0.86786 2.42935
C -1.70853 -1.55416 1.76275
C -2.37303 -1.13386 2.90675
C -3.51593 -1.77826 3.34485
C -3.99853 -2.87346 2.64855
C -3.36483 -3.27826 1.48595
C -2.23623 -2.61326 1.03855
H 1.58487 -0.31926 -0.61585
H -1.48143 1.69914 0.30715
H -1.92083 3.99504 1.11815
H -0.88953 4.77323 3.22385
H 0.59197 3.26124 4.49205
H 0.99687 0.96784 3.68185
H 0.30097 -3.14016 3.09415
H 2.18127 -4.15986 4.33865
H 4.37597 -3.04476 4.38165
H 4.71037 -0.94066 3.12955
H 2.83457 0.05704 1.88615
H -1.98773 -0.28236 3.45625
H -4.02723 -1.43236 4.23505
H -4.86833 -3.40756 3.01075
H -3.75273 -4.12416 0.93225
H -1.75903 -2.89786 0.11145

Output
Kohn-Sham gap (spin up / spin down): 4.3 / 5.0 eV
Energy above the lowest of the compared OMol25 structures with the same formula, charge and spin: 1.583 eV
Calculated total energy: -5534.7191 a.u.
Molecular weight: 859.54 g/mol
Charge: -2
2S+1: 3
⟨S²⟩: 2.191

=====

Record 3
The following is a quantum chemistry calculation of an isolated ion of composition C3H9N3PS and charge +1, from the Open Molecules 2025 dataset.

Geometry (Å):
N 2.01035 -1.03458 -0.16452
C 0.96225 -0.26451 -0.18142
N -0.06131 -0.44311 0.73148
P -1.39750 -1.45555 0.18499
S -2.31549 -2.42422 1.51521
C -0.42530 0.98669 0.99603
C -0.23334 1.67498 -0.36319
N 0.84086 0.84334 -0.97719
H 2.75813 -0.92133 -0.83407
H 2.06735 -1.77486 0.52041
H -2.13562 -0.50643 -0.54624
H -0.69374 -2.14828 -0.82060
H 0.32532 1.36356 1.69048
H -1.41105 1.07292 1.44418
H -1.11903 1.68534 -0.99773
H 0.10554 2.70014 -0.23340
H 0.72259 0.64593 -1.96443

Output
Kohn-Sham gap: 8.6 eV
Calculated total energy: -1023.2770 a.u.
Molecular weight: 150.17 g/mol
SMILES: NC1=[N+]([PH2]=S)CCN1
Charge: +1

=====

Record 4
The following is a quantum chemistry calculation of a 2-piece molecular cluster, C5H12N2 overall in a non-equilibrium geometry, from the Open Molecules 2025 dataset.

Geometry (Å):
C -1.29560 -0.77849 -0.16258
C -1.07522 0.18840 0.97659
C -0.17076 1.39964 0.59853
N 2.28695 -0.02980 1.36544
C 2.12560 0.29410 0.18327
C 0.98045 1.04079 -0.32711
N -1.81005 -0.11269 -1.35949
H -0.37201 -1.33038 -0.38109
H -2.04177 -1.55335 0.03889
H -2.01217 0.61826 1.33053
H -0.56922 -0.35068 1.77712
H 0.16496 1.80869 1.55327
H -0.78934 2.20109 0.19175
H 2.07036 -2.87513 -0.24118
H 1.69797 -2.21623 -0.14256
H 2.92832 0.13498 -0.55742
H 1.23710 1.88480 -0.96437
H -1.10303 0.40370 -1.85934
H -2.25256 -0.72772 -2.02024

Output
Kohn-Sham gap: 6.3 eV
Energy above the lowest of the compared OMol25 structures with the same formula, charge and spin: 5.950 eV
Calculated total energy: -307.0107 a.u.
Molecular weight: 100.16 g/mol
Charge: 0

=====

Record 5
The following is a quantum chemistry calculation of C30H41BF2N8O7PPbS3 as an isolated structure, from the Open Molecules 2025 dataset.

Geometry (Å):
Pb -0.63707 0.22461 0.27665
C 3.13442 -1.41717 -1.78879
C 3.66547 -1.71843 -0.37450
S 2.81573 -0.86761 0.98882
C 2.48973 -2.20904 2.14790
C 1.82433 -3.46599 1.59367
S 0.32448 -3.22809 0.60752
C 0.86346 -3.74099 -1.05196
C 0.64785 -2.72774 -2.16603
S 1.37944 -1.09844 -1.99057
H 3.40995 -2.23869 -2.45429
H 3.62000 -0.53417 -2.21156
H 4.72049 -1.44635 -0.33676
H 3.60867 -2.78561 -0.16811
H 1.83295 -1.75229 2.89081
H 3.41000 -2.49954 2.66120
H 1.55468 -4.09370 2.44586
H 2.52208 -4.05626 1.00063
H 0.30099 -4.64263 -1.29686
H 1.91708 -4.01589 -0.98710
H -0.41405 -2.51519 -2.30131
H 1.00271 -3.17184 -3.10049
O -2.69076 -1.81399 -1.08379
C -2.78566 -3.12373 -0.59378
C -2.61092 -4.15670 -1.46495
C -2.67545 -5.49250 -1.01431
C -2.95487 -5.71458 0.33563
C -3.15737 -4.67308 1.21567
C -3.06367 -3.30395 0.79407
C -3.31144 -2.23641 1.67075
N -3.05735 -0.89308 1.50436
C -3.56556 -0.28393 2.64604
C -4.07582 -1.18505 3.51168
N -3.87773 -2.43329 2.92572
H -2.43634 -3.92177 -2.50904
H -2.53645 -6.31425 -1.70335
H -3.01247 -6.73124 0.70910
H -3.32925 -4.89984 2.26213
H -3.48654 0.78225 2.79759
H -4.53364 -1.06354 4.47865
H -4.36229 -3.27544 3.17667
O -1.07641 0.45360 -3.42301
C -0.41881 1.34848 -2.91280
O -0.40289 1.65095 -1.65019
C 0.57669 2.19247 -3.67771
C 1.70029 1.56044 -4.17166
C 2.81276 2.31610 -4.60260
C 2.70952 3.71962 -4.67106
C 1.54834 4.29543 -4.21676
C 0.47445 3.58437 -3.67897
N 1.45749 5.77202 -4.24496
O 2.34708 6.40157 -4.77334
O 0.48854 6.29233 -3.72628
N 4.01321 1.68920 -4.86562
O 4.99983 2.37942 -5.27374
O 4.09950 0.43064 -4.64555
H 1.78022 0.48610 -4.16232
H 3.53722 4.30600 -5.03301
H -0.38556 4.09963 -3.28036
N -0.58898 -1.40265 3.47396
C -0.62543 -0.09634 3.90210
C -0.57258 0.22938 5.26976
C -0.60703 1.54995 5.63485
C -0.69054 2.54182 4.65850
C -0.71109 2.13025 3.34395
N -0.66650 0.85260 2.96704
H -0.85647 -2.07979 4.17117
H -1.08394 -1.56628 2.59968
H -0.51986 -0.56045 6.00800
H -0.57845 1.81888 6.68397
H -0.73623 3.59188 4.90936
H -0.77050 2.85520 2.53781
F -4.99157 -1.44521 -0.69163
B -3.76680 -1.00024 -0.96067
F -3.66030 0.27140 -1.35035
N -3.50339 2.41373 0.80827
N -2.29706 2.20279 0.06894
H -3.90191 1.49445 0.96240
H -4.16629 2.91779 0.22817
H -2.44879 2.01738 -0.91898
H -1.73262 3.04297 0.11712
C 2.47943 2.79625 1.90243
P 1.45676 2.44437 0.42089
C 2.74472 2.20804 -0.84414
C 0.83281 4.10996 0.00214
H 3.24263 3.54659 1.67973
H 2.97307 1.87806 2.22541
H 1.85904 3.15965 2.72347
H 3.30909 3.13300 -0.98546
H 2.29672 1.92240 -1.79652
H 3.43555 1.42960 -0.51748
H 1.65184 4.83220 -0.02768
H 0.10279 4.44953 0.74220
H 0.36056 4.06759 -0.98201

Output
Kohn-Sham gap (spin up / spin down): 4.3 / 4.2 eV
Energy above the lowest of the compared OMol25 structures with the same formula, charge and spin: 0.000 eV
Calculated total energy: -4085.9316 a.u.
Molecular weight: 1008.89 g/mol
Charge: -1

=====

Record 6
The following is a quantum chemistry calculation of a single C4H6N2O molecule, from the Open Molecules 2025 dataset.

Geometry (Å):
H 0.47953 -3.12068 -0.67895
N 0.53974 -2.16893 -0.31907
C -0.53516 -1.53521 -0.56199
C -0.70188 -0.13147 -0.11953
N -1.99146 0.41180 -0.24343
C 0.34937 0.52903 0.32147
C 1.36077 1.34902 0.37226
O 2.24653 1.46219 1.40737
H -1.41502 -1.97256 -1.05201
H -2.73659 -0.13904 0.16198
H -2.04224 1.37521 0.06199
H 1.38264 2.09177 -0.42063
H 3.06376 1.84885 1.07054

Output
Kohn-Sham gap: 9.0 eV
Energy above the lowest of the compared OMol25 structures with the same formula, charge and spin: 3.247 eV
Calculated total energy: -340.6756 a.u.
Molecular weight: 98.10 g/mol
SMILES: [H]/N=C/C(N)=C=CO
Charge: 0